Record 1
C24H74N24O13 | the ωB97M-V functional and the def2-TZVPD basis

As for the HOMO energy (alpha / beta): -0.365 / -6.976 eV. The total charge is -1. As for the LUMO energy (alpha / beta): 1.362 / 1.270 eV. As for the spin multiplicity: 2. The calculation puts the HOMO-LUMO gap (alpha / beta) at 1.73 / 8.25 eV. Its expectation value of S² is 0.751.

Last column: Mulliken charge in e.
CARTESIAN COORDINATES (ANGSTROEM)
O1 -2.9325 -1.6304 -7.0652  -0.737
O2 2.4180 -0.4833 -7.3421  -0.787
O3 5.5856 -1.2465 -5.9861  -0.738
O4 -4.2882 -3.6116 -3.4734  -0.714
O5 -4.9235 -0.4932 2.0215  -0.762
O6 -1.7293 -3.6621 0.5574  -0.057
O7 -1.2902 2.4472 0.4631  -0.447
O8 3.0926 -5.1841 -0.0142  -0.699
O9 -0.0667 -1.9918 2.8824  2.627
O10 0.1042 -1.9999 -2.9353  0.056
O11 3.6793 -0.0857 -1.8430  -0.851
O12 2.3585 3.9142 3.4157  -0.608
O13 -3.2631 1.8966 -3.6426  -0.741
N1 -4.0638 -3.6834 -1.2219  -0.268
N2 -2.7251 -0.6444 1.6889  1.448
N3 -0.7372 4.3308 -0.6003  -0.365
N4 3.8270 -0.8363 -4.7484  0.015
N5 0.5580 0.3789 -8.3228  -0.431
N6 5.7508 -0.6184 -3.8073  -0.381
N7 0.6592 -2.0695 5.0119  0.923
N8 3.7447 -3.1866 -0.1421  -0.312
N9 4.9563 1.1327 -0.5033  -0.424
N10 -0.8059 4.3301 1.5580  -0.108
N11 -2.0974 0.2649 -6.2497  -0.270
N12 -2.2562 -5.0764 2.0832  -0.648
N13 -3.5820 -0.6312 3.7773  -0.555
N14 1.0886 3.5091 4.0233  1.046
N15 -3.2438 1.3747 -1.5212  0.004
N16 0.1113 0.1666 -0.2837  1.888
N17 -0.4729 -5.4638 0.8258  -0.524
N18 -3.2729 -0.8916 -4.9304  -0.151
N19 2.8221 0.9524 -0.1423  0.101
N20 -2.2862 -3.5005 -2.4213  0.017
N21 -0.7407 -3.5012 4.3206  0.732
N22 -4.5990 2.9229 -2.1609  -0.397
N23 2.2232 -3.6088 1.2870  -0.183
N24 0.4694 -1.6690 -7.7563  -0.381
C1 -0.8409 4.1789 5.5321  -1.356
C2 0.4876 -1.5908 -1.6155  0.151
C3 1.5876 4.5541 6.2654  -1.647
C4 -3.7765 -0.5618 2.4648  0.171
C5 0.9062 2.1035 4.1946  2.496
C6 -0.4986 1.7300 4.5493  0.204
C7 5.1041 -0.9280 -4.9257  0.526
C8 -2.7879 -0.8419 -6.1551  0.813
C9 -3.6110 -3.5916 -2.4847  0.460
C10 0.4085 0.9369 -2.4237  -0.997
C11 1.8726 1.4454 5.1036  -1.313
C12 -3.6867 2.0993 -2.4992  0.496
C13 -1.0657 2.6114 5.7312  -1.536
C14 3.0687 -4.0726 0.3719  0.657
C15 -1.0117 3.6251 0.4498  0.213
C16 -0.1557 -0.2152 -1.5922  1.601
C17 0.0239 -2.5408 3.9700  -7.277
C18 0.4951 5.8459 4.2985  -1.883
C19 -1.4687 -4.6109 1.1258  0.004
C20 0.7938 -3.1467 -3.5098  -0.852
C21 3.8366 0.6247 -0.9229  0.653
C22 0.6286 4.5460 5.0428  1.452
C23 1.0795 1.4488 2.7096  -2.411
C24 1.2195 -0.5813 -7.7663  0.697
H1 -3.8995 -1.6259 -4.6332  0.171
H2 0.6590 -2.8843 -4.5591  0.081
H3 3.6250 -0.6063 -3.7859  0.309
H4 1.5569 -1.3904 -1.5494  -0.093
H5 -0.3797 1.2752 -3.0963  0.205
H6 5.7717 0.7807 -0.9844  0.253
H7 -4.8331 3.2969 -1.2523  0.201
H8 -0.5830 3.8031 -1.4475  0.257
H9 -0.2334 -6.1065 1.5672  0.227
H10 -1.8529 -0.5100 2.1802  -0.472
H11 -2.4721 0.7234 -1.5052  -0.870
H12 1.0159 0.4912 -3.2116  0.176
H13 0.7834 0.3998 2.7189  0.275
H14 -1.2425 -0.1324 -1.5972  -0.054
H15 3.2584 -0.8305 -5.5831  0.152
H16 -5.0733 -3.6543 -1.2333  0.175
H17 -0.3392 -0.4784 0.3497  -1.053
H18 1.6198 5.6148 6.5144  0.542
H19 1.3675 6.2731 3.8038  0.321
H20 -0.2289 5.6810 3.5006  0.211
H21 -0.8397 4.6688 6.5058  0.670
H22 -1.2028 1.9313 3.7420  0.259
H23 1.6581 0.3770 5.1304  0.002
H24 1.4902 -4.2596 1.5306  0.026
H25 2.0484 1.6767 2.2655  0.116
H26 5.1610 1.9033 0.1167  0.158
H27 -2.6099 -0.5393 4.0355  0.187
H28 0.4774 1.9804 1.9727  0.545
H29 -2.1909 -5.9094 2.6506  0.218
H30 -1.6204 4.5545 4.8691  0.416
H31 5.1635 -0.3147 -3.0438  0.323
H32 -0.5596 5.3072 1.6274  0.241
H33 2.1042 -2.6124 1.4010  0.131
H34 0.2006 -5.2104 0.1171  0.150
H35 0.3481 -2.2682 5.9521  0.456
H36 1.0986 -1.1691 4.8844  -0.432
H37 1.0010 -2.4344 -7.3669  0.223
H38 -2.1086 2.3184 5.8519  0.398
H39 -3.6644 -4.0588 -0.3736  0.166
H40 6.7316 -0.3937 -3.8945  0.188
H41 1.8928 0.6470 -0.3935  -0.209
H42 0.3961 -4.1325 -3.2685  0.278
H43 -2.1315 0.8113 -5.4010  0.111
H44 -3.2016 -0.0820 -4.3307  0.052
H45 -0.4287 5.2614 -0.3576  0.155
H46 -1.4946 0.4859 -7.0294  0.131
H47 2.5649 4.1622 5.9837  0.224
H48 -3.5729 1.6837 -0.6177  0.110
H49 0.1969 -2.3101 -0.8499  -0.021
H50 -0.3673 -1.8169 -8.3023  0.178
H51 2.9041 1.6650 4.8282  0.403
H52 -0.2717 0.0619 -8.8035  0.207
H53 -3.0609 -4.5342 2.3637  0.326
H54 -4.4092 -0.5194 4.3460  0.375
H55 3.4906 -2.2199 0.0032  0.079
H56 1.8565 -3.0979 -3.2726  0.304
H57 -0.9541 3.8252 2.4200  -0.195
H58 -2.9671 -0.6849 0.7092  -0.117
H59 -0.8816 -3.7266 5.2950  0.542
H60 -1.4671 -3.7603 3.6684  0.246
H61 2.8730 1.3114 0.8004  0.447
H62 2.0582 3.9225 2.5040  0.324
H63 -1.8870 -3.7574 -1.5298  0.197
H64 -0.4740 0.6933 4.8849  -0.437
H65 0.8199 1.3544 -8.3223  0.193
H66 0.1178 6.5154 5.0714  0.523
H67 1.8703 1.7109 6.1608  0.320
H68 -4.9434 3.4218 -2.9688  0.301
H69 4.0491 -3.5618 -1.0290  0.234
H70 -0.5046 2.2763 6.6035  0.335
H71 -1.7041 -3.0831 -3.1333  0.046
H72 1.0018 1.7123 -1.9391  0.305
H73 1.0440 4.1121 7.1004  0.311
H74 -0.3020 1.0656 -0.0808  -0.373

Force components x, y, z for each atom (eV/Å):
-0.124 -1.287 -0.952
-3.013 -0.389 -0.456
1.664 -0.307 -1.365
-1.429 0.723 -1.525
-0.565 0.068 -0.516
-1.496 7.506 -4.688
-0.934 -1.081 0.058
-0.114 -5.557 -1.144
0.879 0.769 -2.072
0.914 -1.815 0.150
0.118 -3.275 -4.538
-1.124 -0.791 0.974
-0.323 0.667 -1.123
-3.843 -0.160 1.398
1.276 0.261 -0.501
0.212 1.409 -2.997
-3.129 -0.054 0.864
-2.113 3.705 -2.009
2.487 0.300 1.687
3.237 2.241 1.506
5.675 6.130 -4.433
5.414 0.800 -0.052
-0.434 0.336 2.900
2.083 3.255 -0.646
-2.839 -0.962 3.270
0.927 0.114 0.898
-1.438 2.395 -0.056
0.607 -1.434 4.037
0.675 0.985 3.880
1.350 -0.918 0.022
-1.943 -1.525 2.637
-2.064 0.897 1.302
2.325 -0.196 -0.755
-3.170 -4.655 0.036
-4.085 4.445 -0.608
-1.725 -0.161 2.174
0.773 -2.985 1.067
1.193 -1.930 -0.073
-0.743 0.552 -3.055
-1.327 1.277 -0.789
-3.343 -0.155 -0.270
0.795 -1.069 -2.964
-1.319 2.215 1.552
0.884 -0.324 -1.563
-0.322 -0.685 -0.620
1.851 -0.574 1.134
-0.105 -1.647 -2.718
1.203 -0.682 1.238
3.426 -3.281 -2.231
1.427 0.116 -0.566
-4.640 -1.438 3.597
0.487 -0.639 1.566
-0.250 0.908 1.274
-0.767 2.298 -0.134
-0.108 0.338 0.133
1.652 -5.970 2.347
-0.112 1.850 -0.221
-2.132 2.131 3.823
0.346 -2.820 -1.077
-0.018 1.297 0.877
4.485 -0.293 1.464
0.108 -0.160 -0.173
0.235 -0.795 -0.230
-1.569 0.168 -0.628
0.296 -0.275 -0.114
-0.292 0.864 0.463
0.043 0.197 0.078
0.302 -0.487 -0.182
0.090 0.716 -0.232
0.469 -0.081 -0.541
0.612 -0.440 -1.189
-0.321 0.535 -0.621
0.725 -0.026 0.091
0.410 -0.091 -0.110
-0.091 -1.460 -1.452
-0.572 0.022 0.235
0.004 -0.307 0.379
0.159 -0.225 0.508
0.693 0.105 0.354
0.340 -0.221 0.490
-0.230 0.337 0.359
-0.808 0.108 0.005
0.165 -0.548 -0.482
0.564 0.144 -0.227
0.002 0.643 0.429
0.499 -0.706 0.820
-0.830 -0.300 -0.067
-0.407 -0.165 1.229
-0.773 -0.072 0.430
0.621 -0.007 -0.512
0.149 0.268 0.005
0.674 0.220 0.256
-0.119 -0.401 -0.233
-0.514 -0.390 0.329
0.070 -0.148 0.263
-0.106 -0.119 0.279
-0.008 -0.383 0.097
-0.637 -0.463 -0.309
-0.039 0.403 0.220
0.614 0.426 -0.570
-0.317 -0.131 0.293
-0.487 -0.402 0.250
-0.292 0.121 0.222
0.704 0.663 -0.642
-0.181 -0.144 0.053
0.244 -0.189 -1.352
-0.265 -0.075 0.457
-0.153 -0.007 0.475
0.399 -0.630 0.262
-0.424 0.225 0.228
0.084 -0.064 0.480
0.070 -0.364 -0.424
0.009 0.931 -0.030
0.182 0.291 -0.358
0.675 0.087 0.224
0.438 -0.083 -0.604
0.098 -0.072 0.047
0.192 0.266 0.100
0.860 0.036 0.119
-0.067 -0.116 0.102
0.120 -0.064 0.236
0.522 -0.117 -0.425
0.273 0.197 -0.324
0.331 0.692 -0.169
-0.465 -0.137 -0.313
0.193 -0.482 -0.132
-0.190 0.605 -0.452
-0.638 0.444 0.096
-0.243 0.250 0.360
0.711 1.123 -0.288
-0.221 0.177 0.364
-0.253 -0.226 0.085
-0.429 -0.134 0.241
0.737 -0.614 0.066
-0.016 0.133 0.159

Record 2
C24H74O13 | the ωB97M-V functional and the def2-TZVPD basis

As for the HOMO energy: -8.326 eV. The total charge is 0. As for the LUMO energy: 0.207 eV. As for the spin multiplicity: 1. The calculation puts the HOMO-LUMO gap at 8.53 eV.

Last column: Mulliken charge in e.
CARTESIAN COORDINATES (ANGSTROEM)
O1 12.8519 -3.8124 -20.0126  -1.165
O2 14.9943 -7.1311 -18.8245  -1.024
O3 13.1767 -8.0853 -21.5273  -0.660
O4 18.2716 -1.7660 -21.5876  -0.535
O5 16.7803 -1.3433 -20.5659  -0.831
O6 15.0002 -5.7739 -17.3030  -0.487
O7 14.1711 -5.4482 -19.4762  0.797
O8 15.1353 -3.8884 -23.3008  -0.573
O9 13.0881 -3.9085 -16.0148  -0.605
O10 12.5100 -1.8093 -20.8154  -0.976
O11 18.2355 -9.7693 -19.9557  -0.600
O12 14.8706 -3.8718 -16.9166  -0.444
O13 16.6778 -2.7129 -16.9410  -0.488
C1 17.8893 -3.1340 -21.5600  0.520
C2 15.6482 -6.5197 -16.2840  -0.169
C3 15.9318 -5.0124 -23.1268  -0.166
C4 16.5269 -7.6171 -16.8076  -2.226
C5 17.3339 -7.5606 -19.8673  0.038
C6 17.8185 -2.0460 -17.1424  0.337
C7 14.8285 -0.0413 -20.7992  -1.426
C8 18.7473 -2.7315 -18.1851  -0.665
C9 14.4297 -8.2608 -21.9669  -0.207
C10 14.9424 -3.4566 -20.4115  -2.903
C11 12.7296 -4.8816 -16.9847  1.680
C12 16.4822 -5.5001 -15.4723  -2.113
C13 16.3988 -4.7392 -18.7789  -1.603
C14 18.4379 -8.5118 -19.4173  0.203
C15 16.0842 -0.6144 -21.5291  0.409
C16 14.3432 -7.8828 -23.4855  -1.636
C17 18.6302 -8.9035 -17.9337  -1.760
C18 11.6188 -4.3341 -17.8580  -2.016
C19 15.3804 -4.9003 -19.8611  3.340
C20 17.3116 -0.6598 -17.4748  -1.255
C21 15.5616 -1.6325 -22.6100  -1.380
C22 11.6183 -4.4777 -20.3124  -1.267
C23 12.2360 -6.0370 -16.2292  -1.376
C24 15.3132 -7.2208 -21.1990  -0.195
H1 19.7116 -2.2261 -18.1315  0.650
H2 11.5728 -5.4577 -19.8376  0.744
H3 13.5851 -4.4175 -19.8793  1.469
H4 18.3991 -2.5239 -19.1969  0.047
H5 12.2508 -2.6475 -20.4328  0.727
H6 14.3344 0.7109 -21.4142  0.446
H7 11.8381 -3.3559 -18.2859  0.400
H8 14.8293 -4.8664 -17.0408  -0.042
H9 19.3367 -8.0461 -19.8215  0.322
H10 16.7545 -5.7050 -18.4200  -0.148
H11 16.2424 -2.8255 -17.7891  0.410
H12 15.0032 -6.3597 -19.3911  -0.986
H13 18.3875 -9.6815 -20.8995  0.378
H14 14.8413 -9.2431 -21.7349  0.413
H15 15.6296 -5.6356 -22.2852  0.263
H16 17.3709 -6.5291 -19.5169  -0.225
H17 17.6166 -1.6730 -20.9027  0.018
H18 16.0782 -4.0512 -17.9966  -0.842
H19 16.3281 -7.8660 -19.5790  0.632
H20 16.3411 -2.1506 -23.1687  0.960
H21 12.3580 -3.5031 -15.5413  0.542
H22 15.6636 -3.2566 -23.7942  0.395
H23 17.4109 -7.3760 -20.9388  0.797
H24 17.5720 -7.3287 -16.9199  0.311
H25 14.2751 -2.9371 -19.7237  1.206
H26 16.6469 -0.3180 -16.6815  0.315
H27 13.6781 -5.0932 -17.4783  -0.126
H28 11.7020 -6.7526 -16.8543  0.356
H29 11.5219 -5.7805 -15.4466  0.406
H30 17.5727 -3.4865 -20.5784  -0.319
H31 15.1478 0.3485 -19.8326  0.305
H32 15.3399 -7.9787 -23.9162  0.352
H33 19.4597 -9.5941 -17.7814  0.487
H34 14.1815 -6.8393 -23.7558  0.297
H35 16.2743 -7.1315 -21.7054  0.402
H36 17.7798 -9.3437 -17.4129  0.350
H37 14.8718 -1.1515 -23.3035  0.255
H38 11.5631 -4.6224 -21.3914  0.283
H39 18.9556 -8.0111 -17.3991  0.517
H40 16.9266 -4.6377 -22.8856  0.464
H41 16.7486 0.1339 -21.9614  0.571
H42 13.1437 -8.0246 -20.5697  0.408
H43 10.7336 -4.1725 -17.2429  0.452
H44 14.1421 -0.8561 -20.5690  0.497
H45 13.0673 -6.6449 -15.8721  0.090
H46 13.6123 -8.4485 -24.0633  0.492
H47 15.5825 -7.6787 -20.2472  -0.572
H48 15.7661 -5.6270 -24.0116  0.584
H49 10.7342 -3.9076 -20.0271  0.462
H50 17.0155 -3.2621 -22.1989  -0.925
H51 17.2668 -4.3591 -19.3175  -0.838
H52 14.1159 -5.1140 -18.5780  -0.822
H53 16.1912 -8.1339 -17.7067  0.504
H54 18.6628 -3.8447 -21.8509  0.570
H55 14.1969 -3.6063 -21.1924  2.025
H56 11.2966 -4.9192 -18.7193  -0.144
H57 17.1778 -4.9062 -16.0652  0.151
H58 13.9636 -4.1250 -16.7449  -0.083
H59 14.8065 -6.3179 -20.8583  0.598
H60 14.8452 -6.8961 -15.6504  1.032
H61 15.1030 -3.3007 -16.1845  0.423
H62 19.0459 -1.7618 -21.0202  0.621
H63 13.4669 -1.8309 -20.8150  -0.217
H64 15.9823 -4.7142 -14.9061  0.356
H65 18.1262 0.0581 -17.5700  0.425
H66 15.0582 -2.4005 -22.0228  0.574
H67 17.0770 -6.0776 -14.7647  0.564
H68 16.7982 -0.6874 -18.4360  -0.003
H69 18.3419 -2.0811 -16.1870  0.406
H70 18.9197 -3.7826 -17.9534  0.259
H71 15.7488 -2.8047 -20.7471  -0.036
H72 15.0409 -6.7771 -17.9364  1.144
H73 16.6616 -8.4249 -16.0883  0.580
H74 15.6732 -5.5545 -20.6822  0.045

Force components x, y, z for each atom (eV/Å):
-7.141 -1.535 0.790
0.304 -8.512 -0.629
-3.780 -0.389 1.232
13.658 -4.451 -9.712
-9.966 3.741 7.193
1.730 -7.105 3.802
-3.245 3.737 -0.642
-1.145 -0.726 -0.579
-5.264 1.337 4.689
-1.656 3.128 -1.370
-0.124 -1.282 -1.741
2.685 11.140 0.313
-0.888 -1.095 1.234
0.157 -3.125 -1.201
0.247 2.074 1.701
-0.093 -0.631 -0.300
0.742 -0.906 0.711
2.739 -0.616 1.204
2.000 1.346 -0.405
1.364 -0.039 -0.574
0.303 1.456 0.529
2.093 3.112 -1.446
2.427 -0.823 -0.464
-5.556 0.020 -0.808
0.824 -0.522 0.692
1.856 -0.053 -1.395
0.120 0.622 1.512
-1.352 -0.846 0.004
1.163 -0.562 -0.003
1.228 1.010 0.117
-0.779 1.051 1.360
2.081 6.213 -1.759
1.397 0.955 -0.309
-0.077 2.376 0.943
0.932 -0.783 -2.820
-0.094 -2.676 -0.044
-1.773 -3.423 -2.449
0.221 0.004 0.135
0.113 -0.347 -1.424
-1.578 -1.133 -0.412
-0.221 -0.453 0.316
0.437 0.972 -0.256
-0.202 -0.006 0.195
0.252 -0.069 0.535
3.438 -2.242 1.703
0.756 -0.263 0.294
-0.178 0.915 0.446
-0.004 1.131 0.003
0.480 -3.759 1.682
-0.215 -0.383 -0.289
-0.003 -0.420 -0.573
-0.303 0.955 -0.921
0.784 -0.615 0.194
-3.897 2.498 4.355
0.932 -2.071 -1.677
3.189 -0.954 1.542
0.349 1.367 -0.006
-0.537 -0.207 -0.270
-0.652 -0.377 -0.368
1.040 -1.022 0.554
-0.840 0.799 -0.209
1.856 0.478 0.840
0.025 -0.075 -0.042
-3.993 -1.050 0.566
-0.112 0.117 -0.365
0.295 0.220 0.114
0.228 0.679 -0.284
-0.007 0.356 -0.130
0.157 -0.737 -0.250
0.057 -0.187 -0.663
-0.690 0.158 0.994
-1.174 0.624 -0.524
0.145 0.026 -0.632
-0.042 -0.034 -0.067
0.014 -0.013 -0.253
0.110 -0.180 0.166
0.324 -1.332 -0.892
-0.162 0.471 -0.123
0.190 -0.055 0.258
-0.195 -0.211 0.430
1.007 1.535 0.083
-0.212 0.241 0.599
0.123 -0.338 0.208
-2.603 0.370 -3.468
1.148 -0.328 -0.073
0.195 0.201 -0.014
0.923 0.423 0.616
-0.110 0.143 0.261
-0.386 -0.829 -0.727
0.073 0.409 0.479
0.385 0.424 -0.453
1.362 -0.141 -0.669
0.221 -0.079 2.880
0.033 -0.473 -0.445
1.341 3.187 -0.043
-1.269 -2.510 -2.958
0.276 -0.392 0.268
0.318 0.169 -0.046
1.245 0.525 -0.340
-0.903 -0.844 -0.359
-0.618 -0.472 0.149
0.069 0.255 -0.037
-0.024 1.209 -1.331
0.078 0.053 0.188
-0.103 -0.037 0.042
0.216 0.261 0.122
-0.238 0.031 -0.215
-0.317 -0.990 1.209
-0.842 -1.138 -1.624
-0.482 0.161 0.626
1.591 2.181 1.004